# 1
The following is a quantum chemistry calculation of C10H20F30N5O30S10 as an isolated structure at a distorted geometry, from the Open Molecules 2025 dataset.

## Properties
* orbital gap: 8.026 eV
* E_LUMO: 6.6 eV
* energy relative to the best compared isomer or geometry (same formula, charge and spin): 22.3 kcal/mol
* total charge: -5

CARTESIAN COORDINATES (ANGSTROEM)
C: 6.58763 -0.77521 6.52692
F: 5.86567 -1.80240 7.09364
F: 5.94381 -0.03552 5.58873
F: 7.01277 0.07796 7.49697
S: 7.94100 -1.72008 5.48142
O: 7.64883 -3.14501 5.68161
O: 7.94691 -1.38591 4.10091
N: 9.36664 -1.39195 6.32397
S: 9.65507 0.17335 5.83948
O: 8.66355 1.01374 5.16892
O: 10.31979 0.91266 6.90051
C: 11.10168 -0.07197 4.54618
F: 10.80973 -0.98746 3.61689
F: 11.22810 1.12833 3.94403
F: 12.22661 -0.43603 5.20724
C: 6.00580 5.59076 -3.49425
F: 7.29741 6.00658 -3.51519
F: 5.23486 6.64294 -3.49645
F: 5.74343 4.96699 -4.62865
S: 5.42770 4.63905 -1.86847
O: 6.47861 4.72891 -0.86218
O: 4.11675 5.13255 -1.52909
N: 5.20832 2.96599 -2.54878
S: 6.76233 2.49026 -2.57160
O: 6.93603 1.50457 -3.63969
O: 7.83175 3.48801 -2.52365
C: 7.01366 1.43776 -1.00678
F: 6.01552 1.87792 -0.13567
F: 6.91783 0.03068 -1.26435
F: 8.22177 1.69189 -0.57822
C: -6.85195 -10.14555 -5.06247
F: -6.58203 -11.41124 -5.41645
F: -8.16456 -9.99309 -4.91411
F: -6.25832 -9.77540 -3.94163
S: -6.30096 -9.02002 -6.62980
O: -5.58286 -9.85616 -7.61147
O: -7.59220 -8.52651 -7.10799
N: -5.40341 -7.68951 -5.89369
S: -3.96058 -8.37136 -5.80828
O: -3.88972 -9.76791 -5.23231
O: -3.22633 -8.07023 -7.02408
C: -3.03625 -7.33999 -4.45628
F: -1.70136 -7.63926 -4.46126
F: -3.22564 -5.98598 -4.53568
F: -3.53762 -7.71620 -3.24652
C: -2.44241 0.13795 0.02653
F: -2.07894 0.91081 -0.96175
F: -2.53923 0.88288 1.12510
F: -3.62941 -0.45805 -0.24391
S: -1.09789 -1.16181 0.19833
O: -1.64822 -2.25650 0.97701
O: -0.88341 -1.50196 -1.17898
N: 0.25973 -0.36029 0.81820
S: 0.16159 -0.52686 2.29363
O: -1.18943 -0.60359 2.90052
O: 1.11879 -1.58315 2.69681
C: 0.86179 1.12895 2.97551
F: 2.09276 1.31814 2.43342
F: 0.05525 2.14355 2.60888
F: 1.00358 1.08397 4.29711
C: -8.96882 8.50964 -1.75809
F: -9.22878 9.13215 -2.93477
F: -8.89340 9.46308 -0.82536
F: -9.98942 7.65053 -1.51724
S: -7.19869 7.51868 -1.79242
O: -6.99307 7.22829 -3.16933
O: -6.18049 8.37465 -1.13243
N: -7.58128 6.23512 -0.58437
S: -7.71983 5.00846 -1.51724
O: -8.89943 4.98378 -2.36103
O: -6.48797 4.70096 -2.22971
C: -8.10792 3.65933 -0.14965
F: -9.26278 4.04553 0.46160
F: -8.19418 2.41185 -0.68671
F: -7.11507 3.69547 0.78402
O: -6.47508 -3.18490 -3.87542
H: -6.05034 -2.32734 -3.89583
H: -6.48592 -3.42534 -2.94898
O: 1.64161 -5.43687 0.91395
H: 1.36620 -4.55205 1.15367
H: 2.42297 -5.30765 0.37636
O: -1.98321 -6.77619 2.30551
H: -2.37844 -5.91232 2.42283
H: -2.68908 -7.39185 2.50286
O: -1.76148 5.29393 -0.97789
H: -2.08089 5.04962 -1.84652
H: -1.45775 6.19603 -1.07885
O: 1.62283 6.72538 5.45218
H: 1.95895 5.89701 5.11005
H: 0.93221 6.46988 6.06373
O: -0.27833 -1.63552 7.61858
H: -1.02269 -2.22664 7.73144
H: -0.62666 -0.76856 7.82658
O: 0.80359 2.38346 -1.38521
H: 0.70204 1.68572 -0.73784
H: 0.36676 3.13973 -0.99347
O: -3.41055 1.99400 5.54621
H: -3.89948 1.45751 6.17020
H: -2.80861 1.38164 5.12324
O: 3.18103 -0.75898 -1.96837
H: 3.55627 -1.63714 -2.03380
H: 2.72801 -0.75380 -1.12517
O: 0.30847 0.11617 -4.46176
H: 0.56351 -0.45691 -5.18481
H: -0.18554 -0.45046 -3.86922

***

# 2
The following is a quantum chemistry calculation of C10H20F6NaO10S2 as an isolated structure at a distorted geometry, from the Open Molecules 2025 dataset.

## Properties
* orbital gap: 7.502 eV
* E_LUMO: 1.7 eV
* energy relative to the best compared isomer or geometry (same formula, charge and spin): 43.4 kcal/mol
* total charge: -1

CARTESIAN COORDINATES (ANGSTROEM)
Na: -0.05693 -0.04311 -0.11783
C: 3.36073 0.86661 3.25820
F: 2.89457 0.51636 4.48290
F: 4.45316 1.52092 3.46554
F: 3.67472 -0.20598 2.49755
S: 2.10969 1.97302 2.24594
O: 1.03133 1.06514 1.87820
O: 1.71277 2.97821 3.25264
O: 2.79156 2.53295 1.07846
C: -2.44032 3.82905 -2.65425
F: -2.69192 4.37831 -1.41721
F: -3.47123 3.11774 -3.05540
F: -2.24421 4.78841 -3.51530
S: -0.92756 2.69131 -2.44824
O: 0.11826 3.47352 -1.71564
O: -1.26655 1.58649 -1.52920
O: -0.45571 2.30708 -3.79172
C: -2.98738 1.79793 1.36938
O: -2.07977 0.77372 1.61908
C: -2.69399 -0.48899 1.98712
C: -1.66045 -1.54532 2.42960
O: -0.65381 -1.80833 1.50564
C: 0.33998 -2.62465 1.98969
H: -2.50847 2.74989 1.14022
H: -3.62754 2.00643 2.22660
H: -3.51415 1.47333 0.47201
H: -3.33609 -0.93699 1.22877
H: -3.38636 -0.42632 2.82665
H: -2.29758 -2.37486 2.73624
H: -1.24364 -1.22744 3.38527
H: -0.16596 -3.36262 2.61220
H: 1.00488 -2.03268 2.61865
H: 0.98333 -3.13319 1.27164
C: 3.19589 -0.53677 -0.80394
O: 1.85961 -0.63115 -1.36499
C: 1.84531 -1.39287 -2.58073
C: 0.44319 -1.40077 -3.23979
O: -0.60685 -1.58587 -2.30372
C: -0.79968 -2.95504 -2.01262
H: 3.89525 -0.22742 -1.58066
H: 3.52433 -1.51129 -0.44265
H: 3.32237 0.16904 0.01701
H: 2.08219 -2.43326 -2.35809
H: 2.53334 -1.05291 -3.35477
H: 0.34001 -2.12847 -4.04471
H: 0.25659 -0.48577 -3.80199
H: 0.03790 -3.54485 -1.64022
H: -1.33817 -3.55550 -2.74582
H: -1.35663 -2.94304 -1.07573

***

# 3
The following is a quantum chemistry calculation of C10H20F6O8V as an isolated structure at a distorted geometry, from the Open Molecules 2025 dataset.

## Properties
* 2S+1: 3
* orbital gap (spin up / spin down): 4.301 / 6.036 eV
* E_LUMO (spin up / spin down): 2.1 / 2.1 eV
* energy relative to the best compared isomer or geometry (same formula, charge and spin): 0.0 kcal/mol
* ⟨S²⟩: 2.021
* total charge: -1

CARTESIAN COORDINATES (ANGSTROEM)
O: -8.67200 21.94548 -12.48321
V: -7.56222 22.06238 -13.60017
C: -6.91291 18.90580 -13.78196
O: -8.15817 19.40913 -13.34168
O: -6.10627 20.07287 -13.79614
C: -6.52699 17.49310 -13.13401
F: -6.58940 17.62730 -11.78939
F: -7.37136 16.54082 -13.49006
F: -5.27417 17.10843 -13.33007
C: -9.32138 18.62029 -13.43260
C: -10.47918 19.52143 -13.30121
H: -10.63867 19.93543 -12.30559
H: -10.50565 20.24131 -14.11924
H: -11.39828 18.93835 -13.35928
H: -9.28784 17.88794 -12.62598
H: -9.36467 18.09918 -14.38899
H: -7.03298 18.72121 -14.84949
C: -5.81059 23.78620 -11.48610
O: -7.20267 23.75363 -11.38004
O: -5.66951 22.75238 -12.40568
C: -5.20287 25.15685 -11.88409
F: -5.78746 25.65327 -12.96881
F: -5.38689 26.10281 -10.88357
F: -3.85902 25.11429 -12.18491
C: -7.78560 24.74435 -10.48343
C: -9.23760 24.35611 -10.40200
H: -9.56512 24.71859 -9.42760
H: -9.78962 24.86082 -11.19487
H: -9.37774 23.27613 -10.44785
H: -7.77216 25.74152 -10.92341
H: -7.33317 24.75417 -9.49181
H: -5.45108 23.41176 -10.52764
O: -8.49761 24.13591 -14.05182
H: -8.39827 25.02375 -13.70817
H: -9.37754 24.12136 -14.42832
C: -7.22629 22.99022 -16.54232
C: -8.11204 21.73669 -16.74854
O: -8.86800 21.48532 -15.55605
O: -6.41860 22.92015 -15.34849
H: -7.76537 23.93594 -16.48665
H: -6.56337 23.25213 -17.36697
H: -7.56689 20.80496 -16.89948
H: -8.72545 21.70022 -17.64882
H: -9.78479 21.49441 -15.84069
H: -5.79363 23.63928 -15.46620